(1)
{
  "formula": "C20H57Ag5N7O9",
  "method": "ωB97M-V/def2-TZVPD",
  "e_homo_ev": -12.4,
  "total_charge": 3,
  "symbols": ["C", "H", "C", "H", "H", "H", "H", "C", "C", "H", "H", "H", "H", "Ag", "C", "H", "O", "O", "H", "H", "C", "H", "H", "C", "H", "C", "H", "H", "N", "N", "H", "H", "H", "O", "H", "C", "H", "N", "H", "H", "H", "H", "H", "H", "H", "Ag", "H", "H", "H", "H", "H", "C", "H", "H", "C", "H", "C", "H", "C", "H", "O", "C", "O", "H", "H", "H", "H", "N", "O", "O", "H", "C", "C", "H", "H", "O", "H", "H", "H", "O", "H", "N", "H", "C", "Ag", "H", "H", "C", "H", "C", "Ag", "Ag", "N", "H", "N", "C", "H", "H"],
  "positions_angstrom": [[11.611, 18.651, 2.414], [22.127, 27.607, -6.271], [29.651, 28.357, -3.154], [18.565, 30.125, 5.186], [14.577, 25.947, -7.036], [19.422, 31.577, -2.201], [10.443, 19.890, -0.047], [14.832, 19.274, -3.608], [27.022, 26.304, -1.409], [12.352, 21.184, 0.772], [18.159, 32.141, -4.262], [10.637, 27.648, -5.561], [12.209, 18.332, 1.560], [18.255, 24.870, 7.273], [19.805, 24.636, -0.430], [9.299, 19.635, 1.081], [20.549, 23.409, -0.459], [22.110, 26.956, -6.976], [10.234, 26.664, -7.484], [16.374, 27.801, 4.607], [16.767, 29.374, 5.586], [11.966, 16.713, 4.426], [19.045, 30.094, -2.936], [23.275, 26.834, -8.898], [18.298, 25.965, 0.321], [10.688, 26.560, -5.586], [21.156, 27.344, -8.633], [28.670, 26.042, -3.001], [13.662, 18.735, -3.788], [12.249, 21.031, 1.765], [10.905, 20.621, 3.049], [27.676, 26.291, 0.458], [12.112, 21.961, 2.134], [20.996, 30.649, -3.255], [9.006, 26.323, -4.209], [14.204, 26.820, -6.501], [22.999, 25.780, -8.872], [14.818, 20.510, -4.067], [21.532, 31.444, -3.189], [11.974, 25.009, -6.602], [19.172, 31.034, -5.222], [22.151, 28.663, -8.156], [19.796, 32.520, -4.602], [17.731, 24.315, 0.171], [10.384, 26.065, -3.379], [23.231, 23.040, -5.020], [19.424, 24.859, -1.427], [20.527, 25.443, -0.310], [14.862, 27.559, -6.958], [18.429, 28.414, 4.724], [9.844, 24.818, -4.641], [10.198, 20.238, 0.956], [15.645, 21.077, -3.948], [25.624, 24.868, -1.281], [11.193, 20.105, 2.133], [10.721, 18.062, 2.634], [19.638, 30.994, -3.097], [13.092, 19.177, -4.495], [26.895, 26.817, -0.090], [12.609, 25.713, -5.063], [15.766, 18.699, -3.079], [9.982, 25.866, -4.373], [12.791, 26.945, -6.667], [27.123, 24.472, -0.712], [14.046, 20.877, -4.605], [13.175, 17.723, 5.241], [14.987, 28.564, 5.457], [9.784, 26.224, -6.694], [28.507, 28.017, -2.457], [12.330, 18.688, 3.709], [29.196, 26.623, -1.264], [22.139, 27.575, -8.224], [19.145, 31.684, -4.348], [8.939, 26.746, -6.507], [13.605, 16.903, 3.845], [16.465, 30.373, 6.133], [24.074, 27.107, -8.209], [29.487, 29.380, -3.491], [9.954, 21.298, 0.879], [18.506, 24.686, 1.894], [29.741, 27.585, -3.918], [18.033, 29.274, 5.074], [26.220, 26.779, -1.973], [18.548, 24.929, 0.550], [19.839, 18.587, -0.064], [14.684, 26.770, -5.523], [27.055, 27.895, -0.047], [28.477, 26.597, -2.083], [23.531, 27.128, -9.916], [12.761, 17.443, 4.273], [15.924, 21.143, 3.383], [21.993, 22.496, 3.414], [26.618, 24.955, -1.440], [25.951, 26.485, 0.342], [15.971, 28.466, 5.251], [12.067, 25.905, -5.989], [13.559, 17.764, -3.527], [30.526, 28.398, -2.506]],
  "lowdin_charge": [-0.136, 0.085, -0.133, 0.113, 0.077, 0.109, 0.081, -0.787, -0.503, 0.063, 0.076, 0.134, 0.126, 0.753, -0.289, 0.079, -0.250, -0.116, 0.071, 0.107, -0.836, 0.090, 0.103, -0.079, 0.109, -0.391, 0.107, 0.114, 0.162, 0.007, 0.141, 0.090, 0.065, -0.082, 0.068, -0.136, 0.069, 0.153, 0.086, 0.126, 0.073, 0.122, 0.073, 0.106, 0.063, 0.988, 0.095, 0.105, 0.081, 0.078, 0.076, -0.062, 0.112, 0.061, -0.415, 0.130, -0.342, 0.115, -0.100, 0.104, 0.005, -0.072, -0.182, 0.074, 0.112, 0.079, 0.139, 0.003, -0.232, -0.228, 0.121, -0.340, -0.095, 0.071, 0.073, 0.093, 0.076, 0.097, 0.081, -0.192, 0.084, 0.138, 0.136, -0.332, 0.668, 0.075, 0.100, -0.089, 0.081, -0.120, 0.685, 0.485, 0.012, 0.084, 0.173, -0.168, 0.128, 0.089]
}

---

(2)
{
  "formula": "C20H57F5GaN9O3P3S",
  "method": "ωB97M-V/def2-TZVPD",
  "e_above_lowest_kcal_mol": 0.0,
  "e_homo_ev": -4.8,
  "total_charge": -1,
  "symbols": ["N", "H", "C", "H", "P", "H", "H", "H", "H", "H", "C", "C", "H", "O", "C", "H", "H", "H", "H", "F", "H", "H", "H", "S", "H", "O", "C", "N", "H", "H", "H", "Ga", "N", "H", "H", "C", "H", "C", "H", "H", "H", "F", "N", "H", "C", "C", "H", "H", "P", "H", "H", "H", "C", "H", "F", "H", "H", "H", "H", "O", "P", "H", "H", "C", "H", "H", "N", "H", "C", "F", "H", "C", "N", "N", "H", "H", "H", "N", "H", "C", "N", "H", "H", "H", "H", "H", "F", "H", "H", "C", "H", "C", "H", "C", "H", "C", "H", "C", "C"],
  "positions_angstrom": [[4.142, 4.482, -0.060], [3.631, -6.353, 0.204], [1.662, 1.308, -1.292], [4.230, -1.027, 0.025], [-4.397, 2.030, 1.468], [4.907, -1.208, 1.629], [6.017, 4.163, -1.030], [-2.879, 1.786, -1.211], [-8.010, 2.734, 1.305], [6.002, 5.386, 0.263], [-4.760, -2.802, -2.910], [-4.807, 0.164, -0.553], [1.044, 0.918, -0.474], [-2.971, 2.436, 1.398], [1.794, 2.244, 2.076], [3.560, -2.260, -2.978], [2.527, 0.658, -1.407], [-7.036, 2.350, -0.100], [-4.334, 2.236, -2.126], [-3.516, -3.452, -1.003], [1.554, 4.610, 2.748], [-6.199, -0.179, 3.125], [2.457, -6.177, -1.129], [-1.185, -0.656, -2.096], [-4.813, -1.278, 3.017], [4.397, 2.076, -0.687], [5.147, -4.833, -1.580], [2.086, 2.692, -1.057], [2.310, 1.300, 1.889], [1.817, 2.406, 3.155], [-3.722, 3.304, -0.872], [-1.726, -2.632, -3.192], [-4.716, 1.572, -0.168], [-5.328, 3.744, 3.314], [1.959, -6.717, 0.485], [-3.469, -3.477, -2.382], [5.207, -2.107, -2.333], [-5.285, -0.411, 2.549], [-7.412, 1.092, 1.094], [3.667, 5.001, -2.078], [4.400, 6.280, -1.090], [-5.731, -2.690, -1.985], [2.358, -4.670, 0.385], [2.737, 5.867, -0.829], [-7.155, 2.147, 0.961], [3.710, 5.434, -1.070], [0.752, 2.121, 1.762], [-0.519, -3.647, -3.022], [3.395, 2.910, 0.042], [0.199, 3.560, -0.539], [-4.843, 0.073, -1.636], [4.820, -5.696, -1.011], [2.066, 4.671, 1.786], [5.952, 3.674, 0.665], [-3.549, -4.808, -2.763], [3.779, -4.288, 2.390], [6.082, -4.455, -1.130], [5.821, -1.781, 0.217], [4.837, -3.294, -3.601], [1.887, -2.811, -1.203], [3.057, -3.312, -0.459], [0.322, -4.749, -0.267], [-4.405, 1.424, 4.513], [-3.726, 0.908, 3.814], [-2.825, 1.512, 3.707], [1.376, 5.143, 1.081], [-4.337, 0.677, 2.517], [0.561, 3.409, -2.262], [4.603, -3.862, 1.822], [-5.254, -3.468, -3.955], [5.230, -4.677, 1.442], [-6.246, 3.283, 2.942], [4.139, -2.983, 0.774], [-5.982, 2.530, 1.719], [-2.069, -2.357, -4.728], [5.392, -5.209, -2.576], [-3.956, -0.426, -0.195], [2.453, 3.342, 1.367], [0.686, -3.479, 0.898], [5.600, 4.418, -0.048], [4.120, -3.828, -1.700], [-6.953, 4.095, 2.759], [5.213, -3.291, 2.526], [2.927, 5.321, 1.928], [1.082, 1.234, -2.212], [0.614, -5.151, 1.443], [-4.520, -1.562, -3.342], [-1.553, 0.277, -2.976], [-6.647, 2.646, 3.741], [4.452, -2.820, -2.696], [-3.430, -0.040, 4.269], [4.819, -1.697, 0.656], [1.346, 4.654, -1.339], [1.005, 3.624, -1.288], [-5.577, -0.735, 1.557], [-3.864, 2.257, -1.140], [-5.738, -0.294, -0.208], [0.920, -4.503, 0.616], [2.618, -6.032, -0.052]],
  "lowdin_charge": [-0.323, 0.051, -0.143, 0.066, 0.630, 0.078, 0.079, 0.053, 0.077, 0.075, -0.621, -0.133, 0.059, -0.287, -0.110, 0.077, 0.061, 0.079, 0.083, -0.005, 0.081, 0.080, 0.092, 0.248, 0.085, -0.295, -0.139, -0.303, 0.074, 0.077, 0.067, 0.158, -0.308, 0.075, 0.077, -0.483, 0.074, -0.127, 0.074, 0.091, 0.077, 0.123, -0.312, 0.054, -0.111, -0.144, 0.086, -0.094, 0.664, 0.085, 0.068, 0.037, -0.113, 0.069, -0.015, 0.076, 0.081, 0.080, 0.076, -0.276, 0.627, 0.082, 0.069, -0.141, 0.068, 0.072, -0.300, 0.086, -0.115, 0.136, 0.071, -0.130, -0.317, -0.318, -0.092, 0.082, 0.086, -0.319, 0.075, -0.158, -0.300, 0.075, 0.078, 0.076, 0.048, 0.076, 0.090, -0.264, 0.077, -0.127, 0.077, -0.117, 0.040, -0.130, 0.045, -0.141, 0.057, -0.135, -0.148]
}

---

(3)
{
  "formula": "C20H57N3O7",
  "method": "ωB97M-V/def2-TZVPD",
  "e_above_lowest_kcal_mol": 460.5,
  "e_homo_ev": -8.4,
  "total_charge": 0,
  "symbols": ["C", "H", "H", "H", "H", "H", "H", "N", "H", "C", "H", "H", "C", "C", "H", "H", "H", "C", "H", "H", "C", "H", "H", "C", "H", "H", "H", "C", "H", "C", "H", "H", "H", "H", "C", "H", "H", "H", "C", "H", "H", "H", "H", "H", "C", "H", "H", "H", "O", "C", "O", "O", "C", "H", "H", "H", "C", "O", "H", "H", "C", "N", "H", "H", "H", "C", "H", "H", "H", "H", "H", "H", "O", "H", "O", "H", "C", "C", "H", "N", "H", "C", "H", "H", "O", "H", "H"],
  "positions_angstrom": [[-2.799, 1.715, 1.703], [-2.906, 4.090, -0.659], [-1.402, 1.366, 2.184], [1.321, 3.552, -3.861], [2.043, 0.373, 2.201], [-2.141, -3.721, 0.073], [0.437, 2.088, -4.074], [-0.543, 0.850, 2.310], [-0.931, -2.438, -0.054], [-0.612, -0.441, -1.848], [1.865, -1.310, 2.514], [0.392, 0.311, 2.384], [0.373, 1.229, 1.199], [2.277, 1.992, -2.817], [-1.877, -3.024, -2.137], [1.092, -0.931, 5.828], [-0.542, -3.644, 2.155], [0.988, 2.661, -3.328], [1.788, -3.970, 1.423], [-3.162, 1.832, -0.597], [1.568, 0.328, 1.221], [-0.012, -1.368, -5.092], [-4.415, 2.481, 0.347], [-2.481, 4.140, 0.343], [1.475, -3.759, 3.131], [-0.422, -3.972, 0.488], [0.461, -0.573, -1.984], [-3.640, 1.715, 0.376], [-0.858, -0.032, 1.931], [-0.196, -0.412, 4.019], [4.682, -0.096, -0.149], [0.773, 2.242, 1.214], [-2.186, 2.586, 1.934], [-1.202, -1.704, -3.918], [-0.878, 3.938, 0.247], [1.449, -0.743, 1.059], [0.545, 1.556, -0.838], [-0.747, 0.419, 4.461], [-1.038, -3.619, -1.778], [0.584, -2.279, 4.925], [0.107, -0.700, -3.440], [2.277, 0.557, 0.425], [-1.139, 1.770, -0.286], [1.491, 0.803, -1.150], [-0.124, -1.587, -4.030], [4.569, 1.475, -1.068], [-4.282, 2.296, 2.806], [-4.263, 0.821, 0.354], [-0.245, 3.517, 1.433], [0.005, -2.707, 2.049], [-0.629, -0.202, -0.481], [0.861, -0.126, 3.098], [0.237, -1.302, 5.262], [-2.091, 0.891, 1.610], [-0.268, -2.168, 1.141], [3.420, 1.182, 0.067], [4.032, 0.626, -0.643], [-3.669, 1.559, 2.761], [2.942, 2.656, -2.265], [-1.100, 0.344, -2.426], [2.083, 0.638, -2.049], [3.001, 1.754, -4.016], [-0.290, -2.063, 2.878], [-2.735, 5.079, 0.836], [1.543, -0.030, -2.721], [0.445, -3.107, -2.234], [-0.576, -1.601, 5.924], [-0.690, 3.307, -0.622], [-2.933, 3.364, 0.961], [-1.062, -1.399, -2.110], [0.705, 3.599, 1.329], [-0.448, 4.905, -0.012], [2.306, -2.085, 2.157], [-2.244, -4.951, -2.514], [3.304, -0.020, -1.641], [3.756, 1.213, -3.620], [-0.229, 1.183, -0.167], [-1.112, -3.501, -0.212], [1.171, -3.896, -2.040], [-1.303, -4.968, -2.147], [0.215, 2.881, -2.592], [1.467, -3.244, 2.170], [2.568, 1.048, -4.595], [-0.927, -1.051, 3.524], [0.523, -2.796, -3.646], [-0.656, -5.135, -2.904], [0.866, -2.258, -1.694]],
  "lowdin_charge": [-0.353, 0.084, 0.012, 0.083, 0.121, 0.096, 0.078, 0.032, 0.030, -0.192, 0.003, -0.201, -0.267, -0.410, 0.118, 0.070, 0.084, -0.043, 0.109, 0.076, -0.063, 0.102, 0.080, -0.056, 0.096, 0.053, 0.031, -0.059, 0.123, -0.262, 0.116, 0.122, 0.107, 0.090, -0.245, 0.099, 0.085, 0.123, -0.394, 0.051, 0.018, 0.041, 0.087, 0.051, -0.135, 0.085, 0.104, 0.092, -0.094, -0.111, -0.132, -0.217, -0.042, 0.094, 0.034, 0.068, -0.121, 0.002, 0.138, 0.132, -0.172, 0.034, 0.027, 0.082, 0.097, -0.120, 0.069, 0.064, -0.012, 0.051, 0.103, 0.114, -0.119, 0.076, -0.148, 0.071, -0.154, -0.066, 0.132, 0.035, 0.051, -0.226, 0.081, 0.084, -0.154, 0.070, 0.107]
}